(1)
{
  "formula": "C21H21BBrN5OY",
  "method": "the ωB97M-V functional and the def2-TZVPD basis",
  "total_energy_ev": -103373.960,
  "charge": 1,
  "symbols": ["Y", "O", "C", "C", "C", "N", "C", "Br", "C", "H", "H", "H", "H", "N", "C", "C", "C", "C", "C", "C", "C", "C", "C", "C", "C", "C", "H", "H", "H", "H", "H", "H", "H", "H", "H", "H", "N", "C", "C", "C", "N", "H", "H", "H", "H", "B", "C", "N", "H", "H", "H"],
  "coordinates": [[0.461590, -0.679204, 0.240863], [-2.931450, -2.210006, 5.671706], [-2.405949, -1.768228, 4.520059], [-2.327125, -0.421981, 4.181306], [-1.765869, -0.085836, 2.972638], [-1.284478, -0.999902, 2.109314], [-1.377879, -2.266960, 2.479710], [-0.659587, -3.503812, 1.216955], [-1.924601, -2.737692, 3.643603], [-3.217765, -1.465108, 6.214358], [-2.686956, 0.350174, 4.848746], [-1.689530, 0.946935, 2.664950], [-1.966680, -3.788935, 3.886256], [-1.246006, -1.128341, -1.530481], [-0.588090, -1.764665, -2.670001], [-1.069075, -3.004404, -3.064320], [-0.477926, -3.678715, -4.121101], [0.586640, -3.087546, -4.785815], [1.046271, -1.843194, -4.382588], [0.492416, -1.150129, -3.306466], [1.110230, 0.146489, -2.865651], [1.395435, 1.125434, -3.813392], [2.113088, 2.257760, -3.440861], [2.562911, 2.403619, -2.134468], [2.248250, 1.427807, -1.196663], [1.504760, 0.285381, -1.524426], [-2.039539, -1.695806, -1.249785], [-1.638104, -0.229045, -1.801381], [-1.930607, -3.431143, -2.560056], [-0.856404, -4.644938, -4.427307], [1.068378, -3.597772, -5.609490], [1.889071, -1.392811, -4.893184], [1.076841, 1.007597, -4.843818], [2.333272, 3.017159, -4.180705], [3.152795, 3.269823, -1.860440], [2.605974, 1.574174, -0.178098], [0.257044, 2.497844, 1.406732], [0.174604, 3.755069, 0.960702], [-0.557495, 3.733641, -0.206365], [-0.911089, 2.398353, -0.368286], [-0.432849, 1.636117, 0.619074], [0.658337, 2.179939, 2.286134], [0.635135, 4.561584, 1.509651], [-0.803966, 4.568662, -0.838720], [-1.478483, 1.958175, -1.172917], [1.833233, 1.273207, 4.011830], [1.902260, 0.184228, 2.858658], [1.810659, -0.537434, 1.954478], [0.656150, 1.630236, 4.018486], [2.117410, 0.740345, 5.058745], [2.574750, 2.183858, 3.691825]],
  "forces_ev_per_angstrom": [[-1.2778, 0.0012, -0.2451], [0.1093, 0.2012, -0.2541], [-0.2391, -0.3197, 0.5336], [0.0424, 0.1153, -0.1119], [0.0172, -0.1203, -0.0586], [-0.0853, 0.1655, -0.0045], [-0.0735, -0.0218, -0.0070], [0.1583, 0.0156, -0.1502], [0.1273, 0.0194, -0.1463], [-0.0436, -0.0457, 0.1034], [0.0010, -0.0187, -0.0134], [0.0134, -0.0044, -0.0281], [-0.0199, 0.0268, 0.0232], [0.0319, 0.1644, 0.0770], [-0.1731, 0.0550, 0.3265], [0.0402, -0.0753, -0.1358], [0.0149, 0.0464, 0.0071], [-0.0343, 0.0204, 0.0520], [0.1514, 0.0525, -0.0977], [-0.0510, 0.0719, -0.0064], [-0.0915, -0.3561, -0.1162], [0.1271, 0.1246, 0.0308], [-0.0380, -0.0390, -0.0241], [-0.0474, -0.0488, -0.1518], [0.0096, 0.0776, -0.0697], [0.2643, 0.2041, -0.4410], [-0.0149, -0.0502, -0.0084], [0.1047, 0.0306, -0.1185], [0.0425, -0.0068, -0.0007], [0.0224, 0.0180, 0.0093], [-0.0308, 0.0262, 0.0014], [-0.0062, -0.0330, 0.0040], [-0.0108, -0.0149, 0.0484], [0.0067, -0.0052, 0.0204], [-0.0159, -0.0210, 0.0252], [-0.0161, -0.0030, 0.0123], [-0.2877, -0.1460, -0.0008], [0.1846, -0.0235, 0.1100], [-0.1145, 0.0961, 0.0032], [-0.0790, -0.0973, -0.1106], [0.4342, -0.0365, -0.0971], [0.0329, 0.0978, 0.0751], [-0.0047, -0.0283, -0.0762], [-0.0110, -0.0497, 0.0142], [0.0071, 0.0162, 0.0072], [0.0920, -0.1577, -0.0494], [-0.1765, 0.4528, 0.4070], [0.9120, -0.1922, 0.8003], [0.1270, -0.1183, -0.0363], [-0.0102, 0.1261, -0.1640], [-0.1213, -0.1922, 0.0322]],
  "mulliken_charge": [0.723, -0.508, 0.946, -0.640, -0.602, -0.147, 0.379, -0.189, -0.551, 0.313, 0.355, 0.504, 0.475, -0.355, 1.208, -0.851, -0.683, -0.807, -0.859, 0.290, 0.765, -0.595, -0.638, -0.779, -0.140, -0.153, 0.267, 0.218, 0.318, 0.400, 0.410, 0.524, 0.524, 0.407, 0.443, 0.450, 0.389, -0.277, -0.915, -0.283, -0.086, -0.132, 0.463, 0.442, 0.348, 0.034, 0.541, -0.739, -0.021, -0.088, -0.099]
}



(2)
{
  "formula": "C20H18N4O4",
  "method": "the ωB97M-V functional and the def2-TZVPD basis",
  "total_energy_ev": -35181.644,
  "charge": 0,
  "symbols": ["C", "C", "C", "N", "C", "C", "N", "N", "C", "O", "C", "N", "C", "O", "C", "C", "C", "C", "C", "C", "O", "H", "H", "H", "H", "H", "H", "H", "H", "C", "C", "C", "C", "C", "C", "H", "H", "H", "H", "O", "H", "H", "H", "H", "H", "H"],
  "coordinates": [[-6.556282, -3.075768, 0.825751], [-6.352086, -1.852283, 0.378602], [-5.565520, -1.538219, -0.861986], [-4.465015, -0.645672, -0.574967], [-3.172825, -1.066011, -0.441056], [-2.361438, 0.143636, -0.096521], [-1.097871, 0.211647, 0.114111], [-0.344522, -0.881557, 0.030388], [1.005640, -0.824762, 0.245014], [1.698680, -1.813279, 0.172075], [1.535444, 0.548837, 0.603149], [2.970631, 0.511267, 0.684842], [3.742481, 1.418415, 0.030132], [3.274405, 2.430180, -0.460507], [5.187622, 1.118387, -0.003874], [5.721332, -0.109816, -0.028186], [7.129318, -0.371360, -0.121536], [7.801618, -1.571700, -0.181023], [9.173039, -1.256048, -0.259415], [9.242110, 0.105882, -0.242226], [8.021359, 0.646775, -0.159229], [10.075788, 0.779133, -0.282479], [9.993014, -1.941674, -0.320446], [7.362244, -2.548239, -0.170454], [5.107565, -1.000459, -0.002138], [5.825075, 1.985333, -0.102763], [3.362852, -0.377170, 0.960016], [1.248271, 1.286364, -0.152964], [1.087187, 0.856617, 1.556592], [-3.292985, 1.247331, -0.044384], [-3.128267, 2.595147, 0.217541], [-4.249501, 3.411445, 0.181570], [-5.499942, 2.888500, -0.111432], [-5.679316, 1.535540, -0.376952], [-4.566029, 0.721250, -0.339658], [-6.659420, 1.147149, -0.605988], [-6.357670, 3.543836, -0.135478], [-4.148588, 4.466829, 0.382060], [-2.149294, 2.987866, 0.439384], [-2.777043, -2.210181, -0.589299], [-0.770674, -1.783165, -0.207294], [-5.133033, -2.452537, -1.276607], [-6.209834, -1.068792, -1.614326], [-6.737653, -0.993004, 0.911429], [-7.123488, -3.267517, 1.720331], [-6.167377, -3.938175, 0.310205]],
  "forces_ev_per_angstrom": [[-0.0695, -0.0652, 0.0453], [0.0998, 0.1443, -0.1311], [-0.1339, -0.2287, -0.0268], [0.0064, -0.1741, -0.1145], [0.2117, -0.5293, -0.0976], [0.5921, -0.3123, 0.0530], [-0.3669, 0.4949, 0.0159], [-0.5817, -0.9958, -0.2744], [0.2422, 0.4547, 0.1308], [-0.0273, -0.0919, -0.0155], [0.1760, 0.2189, -0.0212], [-0.2160, -0.4679, 0.1208], [-0.2156, -0.0801, 0.2118], [0.0870, 0.1729, -0.1177], [0.3765, -0.2733, -0.1794], [-0.2450, 0.6797, 0.0299], [0.3703, -1.1589, -0.0343], [-0.5904, 0.7110, 0.0470], [0.2672, 0.6084, -0.0063], [0.5927, -0.7761, -0.0492], [-0.4563, 0.3698, 0.0309], [0.0284, 0.1680, 0.0001], [0.2134, -0.0730, -0.0145], [-0.1762, -0.1724, 0.0067], [-0.0874, -0.0583, -0.0019], [0.0249, 0.0676, 0.0087], [0.0447, 0.1500, -0.0353], [-0.0147, -0.1039, 0.1903], [-0.0365, 0.0224, -0.1824], [-0.4675, 0.4170, 0.0189], [-0.1043, -0.3300, -0.0750], [-0.0445, 0.1643, 0.0222], [0.0452, 0.0317, 0.0114], [-0.0054, -0.1634, -0.0336], [0.3763, 0.7404, 0.1706], [-0.1043, -0.0599, -0.0179], [-0.0635, 0.0562, -0.0008], [0.0039, 0.0935, 0.0169], [0.1252, 0.0707, 0.0296], [0.1156, 0.0637, 0.0529], [0.0623, 0.2139, 0.0668], [-0.0928, 0.1368, -0.0240], [0.1244, -0.0561, 0.0069], [-0.1004, 0.0524, 0.1362], [-0.1131, 0.0208, 0.1747], [0.1267, -0.1535, -0.1450]],
  "mulliken_charge": [-0.837, 0.203, -1.114, 0.219, 0.775, 0.379, -0.350, 0.024, 0.568, -0.646, -0.803, -0.193, 0.544, -0.644, -0.147, -0.282, 0.144, -0.614, -0.449, -0.381, -0.312, 0.445, 0.425, 0.466, 0.353, 0.426, 0.213, 0.473, 0.285, 0.476, -0.467, -0.716, -0.662, -0.443, -0.148, 0.406, 0.395, 0.393, 0.537, -0.740, 0.219, 0.411, 0.340, 0.288, 0.275, 0.265]
}



> What is the formula in the first record?

C21H21BBrN5OY